# 1
ORCA calculation (wB97M-V/def2-TZVPD) on a molecular structure, C22H11NO12Pt.

XYZ file:
```
47
Properties=species:S:1:pos:R:3:forces:R:3:mulliken_charge:R:1
Pt -0.365 -0.085 0.688 3.03 1.73 4.11 1.783
C 1.576 0.944 -2.623 1.06 0.48 -0.33 -0.076
C 1.709 1.142 -4.032 -1.08 -1.03 -0.13 0.268
C 1.892 -0.162 -4.902 0.07 0.23 0.50 0.675
O 1.725 -0.032 -6.118 0.33 -0.17 -0.68 -0.807
C 2.204 -1.367 -4.226 -0.19 1.22 -0.44 -0.984
C 2.126 -1.487 -2.829 0.30 -1.40 0.02 0.470
C 1.701 -0.290 -1.985 -1.37 1.56 0.28 0.208
O 1.350 -0.413 -0.764 0.98 -0.72 -0.25 -0.798
O 2.356 -2.575 -2.266 0.11 -0.03 0.50 -0.804
O 1.469 2.189 -4.634 0.65 0.48 0.23 -0.776
H 1.442 1.848 -2.031 -0.43 -0.16 0.12 0.133
H 2.364 -2.238 -4.850 0.00 -0.21 0.20 0.270
C 0.592 -2.642 4.075 -1.21 0.04 0.90 -0.806
C -0.070 -2.851 5.322 0.76 0.43 0.07 0.493
C -1.506 -2.271 5.537 -0.24 -1.11 -0.95 0.357
O -2.113 -2.613 6.559 -0.13 0.38 0.52 -0.766
C -2.077 -1.570 4.446 0.50 0.03 0.62 -0.801
C -1.381 -1.320 3.262 -1.10 0.42 -0.15 0.611
C -0.023 -1.949 3.027 2.03 -0.49 -0.10 0.743
O 0.602 -1.800 1.932 -1.10 0.70 0.09 -0.774
O -1.892 -0.598 2.360 0.56 0.00 -0.07 -0.805
O 0.477 -3.430 6.276 -0.17 -0.11 0.11 -0.775
H 1.605 -3.018 4.033 0.04 0.00 -0.43 0.385
H -3.076 -1.166 4.563 -0.01 0.05 -0.08 0.348
C -2.476 2.168 -2.244 -0.37 -0.52 -0.69 -1.016
C -2.629 1.749 -3.595 0.41 -1.09 0.44 0.645
C -2.325 0.214 -3.922 0.62 0.77 -0.11 0.446
O -2.244 -0.062 -5.111 -0.55 -0.49 -0.03 -0.730
C -2.007 -0.676 -2.843 -0.90 0.35 0.56 -0.874
C -1.850 -0.176 -1.567 0.54 -1.09 -1.48 0.414
C -1.990 1.277 -1.303 -0.13 1.55 0.14 1.197
O -1.629 1.667 -0.154 0.47 -0.13 0.78 -0.950
O -1.446 -0.899 -0.584 -3.70 -2.64 -3.87 -0.717
O -2.895 2.459 -4.549 -0.58 0.76 -0.48 -0.749
H -2.634 3.217 -2.024 0.21 0.02 0.21 0.286
H -1.915 -1.740 -3.012 0.33 0.01 -0.14 0.393
N 1.460 2.556 1.094 -0.30 -0.16 0.46 0.242
C 2.316 1.553 1.459 1.17 0.63 0.54 -0.879
C 1.869 0.989 2.623 -0.75 0.66 -0.40 -0.090
C 0.578 1.585 2.882 1.30 -0.84 0.54 -0.416
C 0.378 2.549 1.936 -0.24 0.38 0.26 -0.874
H 1.561 3.174 0.313 -0.09 -0.30 -0.33 0.291
H 3.263 1.434 0.960 -0.16 -0.17 -0.23 0.380
H 2.354 0.295 3.285 0.01 -0.40 -0.36 0.424
H 0.021 1.194 3.719 -0.63 0.57 -0.17 0.477
H -0.447 3.228 1.814 -0.06 -0.13 -0.28 0.326
```
Forces are in eV/Å.

Values from the calculation:
- Max |F|: 5.973 eV/Å
- Spin multiplicity: 3
- HOMO energy (alpha / beta): 3.4715 / 3.4267 eV
- Charge: -4
- Orbital gap (alpha / beta): 4.708 / 4.743 eV

***

# 2
ORCA calculation (wB97M-V/def2-TZVPD) on a molecular structure, C22H21N7S2Ta.

XYZ file:
```
53
Properties=species:S:1:pos:R:3:forces:R:3:mulliken_charge:R:1
Ta 0.126 0.759 0.264 0.89 0.12 0.04 1.300
C 4.639 2.011 -2.130 -0.13 -0.13 -0.03 -0.547
C 4.699 2.577 -0.856 0.01 0.01 0.03 -0.891
C 3.897 2.101 0.161 -0.23 0.04 0.03 -0.014
C 3.017 1.040 -0.096 0.27 0.20 -0.62 0.215
C 2.952 0.478 -1.379 -0.20 -0.16 0.36 -0.180
C 3.763 0.967 -2.389 0.14 0.14 -0.21 -0.831
N 2.091 0.599 0.869 -1.69 -0.14 -0.34 -0.038
C 2.413 0.443 2.192 -0.15 -0.24 0.87 0.581
C 3.698 0.288 2.725 -0.01 0.01 -0.42 -0.750
C 3.851 0.092 4.078 -0.14 0.01 0.07 -0.652
C 2.741 0.048 4.956 0.00 -0.02 0.01 -0.687
C 1.472 0.178 4.470 -0.17 0.03 0.04 -0.609
C 1.295 0.385 3.088 0.65 -0.10 0.10 0.963
N 0.097 0.570 2.476 -0.59 0.44 -0.64 0.466
N -0.999 0.600 3.127 0.67 -0.21 0.58 -1.022
C -2.091 0.866 2.356 -0.61 -0.04 -0.52 0.329
C -3.345 0.994 2.953 0.32 0.03 0.04 -0.499
C -4.427 1.322 2.160 0.00 0.00 -0.17 -0.395
C -4.232 1.532 0.791 -0.04 0.00 0.08 -0.767
C -2.977 1.361 0.255 0.06 -0.07 -0.21 -0.179
N -1.914 1.000 1.009 0.51 -0.02 0.35 0.144
H 5.281 2.382 -2.918 0.02 0.00 0.01 0.453
H 5.370 3.404 -0.664 0.02 -0.02 0.01 0.437
H 3.910 2.573 1.136 0.04 -0.01 0.01 0.580
H 2.328 -0.397 -1.552 0.07 -0.04 0.03 0.445
H 3.737 0.512 -3.370 -0.02 0.01 0.01 0.470
H 4.554 0.284 2.066 0.02 0.03 0.02 0.613
H 4.845 -0.042 4.483 0.01 -0.01 -0.01 0.455
H 2.903 -0.100 6.015 0.01 0.00 -0.01 0.449
H 0.602 0.139 5.112 0.04 0.01 0.04 0.523
H -3.418 0.867 4.024 -0.04 -0.02 -0.01 0.602
H -5.414 1.423 2.593 0.01 0.06 0.02 0.487
H -5.048 1.831 0.148 0.00 -0.02 0.00 0.484
H -2.790 1.500 -0.803 -0.03 0.01 0.01 0.483
S 0.185 4.894 -1.876 -0.01 -0.53 0.25 -0.138
C 0.155 3.500 -1.246 0.08 0.67 -0.45 1.058
N 0.135 2.373 -0.746 -0.25 -0.69 0.54 -1.034
S -0.374 -1.463 -0.709 0.59 0.51 0.12 -0.436
C -2.030 -2.039 -0.453 -0.05 0.23 0.08 0.392
N -2.791 -2.206 -1.507 -0.04 -0.02 -0.10 -0.115
C -4.087 -2.909 -1.460 -0.29 -0.14 0.11 -0.578
C -4.098 -3.847 -0.265 0.17 0.12 0.00 -0.648
C -3.724 -3.063 0.984 -0.28 -0.09 -0.09 -0.592
N -2.437 -2.375 0.757 -0.06 -0.10 -0.02 0.042
H -2.417 -1.959 -2.412 0.07 0.05 0.02 0.283
H -4.216 -3.450 -2.395 0.10 0.02 -0.03 0.402
H -4.888 -2.172 -1.388 0.04 0.02 -0.03 0.303
H -3.380 -4.654 -0.422 -0.05 -0.05 0.01 0.323
H -5.084 -4.289 -0.145 -0.01 0.01 -0.01 0.364
H -3.620 -3.715 1.848 0.10 0.03 0.01 0.419
H -4.489 -2.317 1.210 0.04 0.00 0.04 0.270
H -1.760 -2.384 1.502 0.12 0.05 -0.03 0.269
```
Forces are in eV/Å.

Values from the calculation:
- Max |F|: 1.729 eV/Å
- HOMO energy (alpha / beta): -16.8018 / -16.8117 eV
- Charge: +3
- Orbital gap (alpha / beta): 5.247 / 5.344 eV

***

# 3
ORCA calculation (wB97M-V/def2-TZVPD) on 5 unconnected molecules or ions with the total composition C18H38F2NO12.

XYZ file:
```
71
Properties=species:S:1:pos:R:3:forces:R:3:mulliken_charge:R:1
N -0.168 0.227 0.381 1.94 -9.21 5.86 0.643
H 0.764 -0.205 0.312 -0.31 0.78 -0.56 -0.108
H -0.282 1.010 0.039 -0.49 10.40 -5.27 0.192
H -0.279 0.401 1.401 -0.57 -1.01 -0.34 0.267
H -0.847 -0.343 -0.091 -0.85 -0.77 0.27 -0.005
C 1.794 -5.340 -2.195 2.09 -2.25 2.33 -0.488
C 0.762 -6.239 -1.434 1.21 1.25 0.93 0.251
O 0.097 -5.360 -0.588 -0.23 0.71 -0.12 -0.346
C 0.395 -4.060 -0.862 0.67 -2.68 -0.18 0.535
O -0.179 -3.211 -0.294 -0.07 2.20 0.10 -0.411
O 1.390 -3.999 -1.791 0.38 -0.37 -0.17 -0.241
F 1.349 -7.156 -0.539 -0.83 0.60 -2.25 -0.290
H 1.781 -5.525 -3.266 -0.28 0.66 0.02 0.331
H 2.889 -5.797 -1.806 -2.61 2.14 -0.78 0.270
H 0.028 -6.502 -2.171 -0.29 -2.06 0.12 0.337
C 0.277 5.794 -0.706 -1.88 -0.33 -3.83 -0.417
C -1.162 6.363 -0.583 1.11 -1.54 0.24 0.266
O -1.888 5.156 -0.328 -0.48 -0.17 -0.98 -0.377
C -1.143 4.037 -0.653 -3.12 -1.12 1.08 0.588
O -1.559 2.895 -0.555 0.85 1.90 -0.16 -0.401
O 0.015 4.424 -1.021 2.54 -0.94 -0.03 -0.316
F -1.525 7.147 -1.602 -0.52 -0.61 -1.65 -0.288
H 0.828 5.895 0.137 1.64 0.12 2.74 0.231
H 0.872 5.983 -1.605 -0.27 1.47 0.39 0.326
H -1.439 6.948 0.218 0.31 1.18 2.35 0.320
C 2.866 -0.302 -1.484 3.51 1.82 0.75 -0.787
O 1.870 0.640 -1.753 -1.64 0.48 0.60 -0.154
C 1.219 0.576 -3.037 1.72 3.01 -1.75 -0.613
C 0.246 -0.524 -3.107 1.58 2.32 -2.77 -0.510
O -0.823 -0.176 -2.471 -5.79 2.06 3.15 0.052
C -2.040 -0.887 -2.781 2.19 -1.56 2.60 -0.384
C -3.226 -0.282 -2.170 1.14 5.81 0.80 -1.180
O -3.091 0.362 -0.904 1.16 -0.36 1.01 -0.036
C -4.217 1.232 -0.511 1.99 -2.21 -1.41 -1.012
H 3.206 -0.223 -0.370 -0.98 0.08 -1.77 0.117
H 3.841 0.031 -2.056 -1.63 -0.92 0.77 0.318
H 2.678 -1.338 -1.669 -0.56 -0.68 -0.43 0.323
H 2.099 0.486 -3.745 -1.23 -0.14 0.14 0.373
H 0.632 1.586 -3.333 1.65 -1.95 1.29 0.112
H 0.762 -1.235 -2.692 2.47 -5.16 2.58 0.105
H 0.007 -0.821 -4.065 -0.07 -0.49 -2.71 0.676
H -1.846 -1.908 -2.247 -0.67 1.06 -1.87 0.023
H -2.262 -0.770 -3.823 0.43 -1.14 -0.93 0.472
H -3.983 -0.858 -1.994 -4.16 -4.79 0.29 0.706
H -3.700 0.457 -2.821 0.48 0.44 -0.56 0.536
H -3.849 1.626 0.449 -1.18 -0.13 -0.35 0.219
H -5.145 0.677 -0.720 -0.03 0.11 1.38 0.336
H -4.186 1.911 -1.309 -0.22 2.03 -0.58 0.437
C 1.847 2.983 1.927 1.33 -0.10 2.42 -0.666
O 1.929 1.524 1.990 2.06 2.35 -0.31 -0.160
C 2.902 1.143 2.962 -3.64 -3.42 0.00 -1.010
C 2.624 -0.419 3.001 3.35 4.75 -5.01 -0.739
O 1.367 -0.498 3.160 -7.80 -1.72 1.60 -0.233
C 0.861 -1.848 3.162 1.53 1.15 3.41 -0.648
C -0.525 -1.908 3.560 -3.01 2.93 1.91 -0.734
O -1.445 -1.108 2.744 0.74 -0.11 0.41 -0.120
C -2.792 -1.186 3.186 -0.73 2.36 1.23 -0.755
H 1.389 3.109 0.963 -1.39 0.80 0.16 0.052
H 2.812 3.645 1.810 -1.03 -1.92 0.36 0.288
H 1.452 3.251 3.035 0.00 0.16 -3.01 0.358
H 2.645 1.554 3.909 -0.57 0.37 1.07 0.464
H 3.870 1.397 2.817 3.10 0.85 -1.39 0.545
H 3.049 -0.881 3.725 3.93 -2.92 4.89 0.745
H 2.936 -0.870 2.045 0.44 0.05 -0.25 0.268
H 1.417 -2.616 3.822 -0.39 1.48 -0.61 0.373
H 0.992 -2.144 2.226 0.43 -1.81 -4.35 0.339
H -0.698 -1.569 4.649 0.48 -0.57 -1.44 0.356
H -0.899 -2.860 3.427 -0.41 -2.53 0.18 0.533
H -2.975 -0.861 4.294 0.85 0.27 -1.68 0.288
H -3.205 -2.169 3.302 -0.09 -0.96 -1.06 0.344
H -3.381 -0.471 2.498 0.73 -1.51 1.13 0.115
```
Forces are in eV/Å.

Values from the calculation:
- Max |F|: 11.670 eV/Å
- HOMO energy: -11.7904 eV
- Charge: +1
- Orbital gap: 10.165 eV

***

# 4
ORCA calculation (wB97M-V/def2-TZVPD) on a single C22H29N3S molecule.

XYZ file:
```
55
Properties=species:S:1:pos:R:3:forces:R:3:mulliken_charge:R:1
C 1.468 -3.583 2.482 -0.08 -0.07 0.20 -0.932
C 0.305 -3.994 3.377 -0.04 0.13 -0.36 -0.687
H 0.369 -5.061 3.590 -0.05 -0.02 0.11 0.373
C -1.049 -3.711 2.721 0.08 -0.48 0.31 -0.176
N -1.169 -2.288 2.481 0.06 0.49 0.12 0.060
C -1.721 -1.748 1.372 -0.15 -0.06 0.12 0.585
N -1.854 -0.391 1.329 0.00 -0.11 0.14 0.121
C -2.336 0.235 0.114 -0.14 0.05 -0.53 -1.989
C -1.159 0.618 -0.782 -0.32 -0.13 0.11 -0.196
N -0.299 1.539 -0.058 0.10 0.17 0.07 0.341
C 0.206 0.905 1.141 -0.14 -0.03 0.26 -0.457
C -0.979 0.521 2.036 0.42 0.11 0.17 -1.193
H -0.609 0.097 2.969 -0.05 0.05 -0.03 0.418
H -1.557 1.421 2.269 0.09 -0.06 0.07 0.344
H 0.847 1.611 1.675 0.03 -0.03 -0.01 0.475
H 0.793 -0.006 0.919 -0.01 0.08 0.05 0.334
C 0.740 2.181 -0.868 0.04 -0.02 0.17 -0.165
C 0.130 3.169 -1.839 -0.01 0.08 -0.01 0.189
C -1.114 3.732 -1.586 0.01 0.00 0.00 -0.577
C -1.656 4.663 -2.455 -0.05 0.07 -0.02 -0.732
C -0.954 5.054 -3.582 -0.04 0.07 -0.06 -0.477
C 0.298 4.517 -3.827 0.05 0.06 -0.07 -0.769
C 0.838 3.584 -2.960 0.00 0.02 0.03 -0.403
H 1.819 3.175 -3.157 0.05 -0.04 -0.04 0.453
H 0.858 4.826 -4.698 0.04 0.03 -0.07 0.397
H -1.377 5.779 -4.262 -0.04 0.05 -0.06 0.387
H -2.628 5.087 -2.249 -0.08 0.03 0.02 0.412
H -1.653 3.436 -0.700 -0.05 -0.05 0.07 0.408
C 1.656 1.169 -1.526 0.11 0.02 0.07 0.219
C 1.296 0.525 -2.705 0.06 -0.01 0.02 0.169
C 2.102 -0.462 -3.243 -0.07 -0.04 -0.07 -1.031
C 3.280 -0.823 -2.609 0.09 -0.04 0.01 -0.437
C 3.650 -0.185 -1.439 0.11 -0.09 0.02 -0.832
C 2.842 0.802 -0.902 -0.08 0.08 -0.03 -0.230
H 3.141 1.300 0.011 0.00 0.06 0.08 0.375
H 4.570 -0.455 -0.941 0.07 -0.02 0.03 0.407
H 3.907 -1.596 -3.028 0.05 -0.06 -0.04 0.413
H 1.808 -0.954 -4.158 -0.02 -0.05 -0.07 0.384
H 0.385 0.806 -3.214 -0.08 0.02 -0.05 0.496
H 1.340 2.770 -0.158 -0.03 -0.15 -0.08 0.717
H -1.528 1.109 -1.682 -0.01 -0.05 -0.04 0.634
H -0.630 -0.306 -1.070 -0.08 0.09 -0.02 0.282
H -2.994 -0.461 -0.406 0.07 0.17 0.10 0.527
H -2.897 1.129 0.399 0.04 0.02 -0.01 0.355
S -2.254 -2.716 0.134 -0.22 -0.50 -0.59 -0.431
H -1.069 -1.713 3.303 0.00 0.05 -0.10 0.340
C -2.211 -4.210 3.580 0.14 0.11 -0.31 -1.578
H -3.154 -3.989 3.086 -0.11 0.01 -0.02 0.362
H -2.138 -5.285 3.721 -0.01 -0.15 0.07 0.415
H -2.202 -3.728 4.556 0.00 0.04 0.14 0.341
H -1.092 -4.195 1.741 0.05 0.10 0.21 0.455
H 0.363 -3.460 4.329 -0.02 -0.05 0.13 0.333
H 1.427 -2.518 2.262 0.05 0.08 -0.06 0.080
H 1.429 -4.124 1.540 0.04 -0.03 -0.13 0.293
H 2.418 -3.798 2.966 0.13 0.00 -0.01 0.399
```
Forces are in eV/Å.

Values from the calculation:
- Max |F|: 0.800 eV/Å
- HOMO energy: -7.8194 eV
- Charge: 0
- Orbital gap: 8.441 eV

***

# 5
ORCA calculation (wB97M-V/def2-TZVPD) on 4 unconnected molecules or ions with the total composition C2H12N2O3.

XYZ file:
```
19
Properties=species:S:1:pos:R:3:forces:R:3:mulliken_charge:R:1
C -1.059 1.233 0.262 -0.35 -0.75 -0.29 -0.435
C -0.065 1.322 1.150 1.82 -0.04 -1.01 0.111
N -0.160 0.694 2.399 -1.23 0.05 0.22 -0.422
N -0.920 1.189 -1.145 -1.35 -0.83 -0.24 -0.451
H -2.039 0.866 0.555 0.15 -0.04 0.47 0.229
H 1.044 1.635 0.912 -2.63 -0.51 0.09 0.090
H 0.452 1.140 3.062 -0.56 0.00 0.69 0.214
H -1.166 0.535 2.669 1.80 0.35 0.14 0.219
H -1.750 1.297 -1.735 -0.09 -0.19 1.00 0.246
H -0.369 1.916 -1.432 2.23 2.01 -1.07 0.201
H 2.737 0.638 0.606 -1.05 4.04 6.97 0.286
H 2.855 0.673 -1.089 -0.27 1.25 0.75 0.322
O 2.837 0.368 -0.191 1.49 -5.45 -7.77 -0.595
H -1.168 -1.330 -2.604 0.13 6.77 -2.04 0.266
H -1.251 -2.142 -1.344 0.50 -0.07 -1.38 0.349
O -1.178 -2.151 -2.334 -0.56 -6.68 3.07 -0.614
H 0.344 -1.913 0.618 -1.39 -3.88 -2.65 0.357
H 0.863 -3.165 -0.379 -2.14 1.06 0.91 0.337
O -0.008 -2.805 0.021 3.51 2.94 2.14 -0.711
```
Forces are in eV/Å.

Values from the calculation:
- Max |F|: 9.605 eV/Å
- HOMO energy: -7.5752 eV
- Charge: 0
- Orbital gap: 8.250 eV

***

# 6
ORCA calculation (wB97M-V/def2-TZVPD) on a single C11H15OPS molecule.

XYZ file:
```
29
Properties=species:S:1:pos:R:3:forces:R:3:mulliken_charge:R:1
C -3.280 -0.990 1.275 -2.11 -1.17 -0.10 -0.761
C -2.045 -1.072 0.685 -0.69 0.81 -0.56 -0.431
C -4.185 -0.260 0.548 1.20 -0.05 -0.39 -0.357
C -2.001 -0.352 -0.471 1.74 -0.42 -0.02 0.271
C 1.051 0.777 1.054 0.39 0.06 0.76 -0.605
C 1.072 -0.482 0.630 1.03 -0.57 -0.82 0.425
C -0.729 -0.242 -1.108 -0.81 4.80 -2.34 -0.750
C 0.489 -0.947 -0.762 -0.67 0.00 1.73 0.608
C 1.893 -1.587 1.272 -0.29 0.20 1.58 -1.267
C 1.533 -0.684 -1.817 0.27 -4.00 -1.10 -1.447
C 1.642 3.003 -0.505 -1.38 1.78 0.58 -1.125
O -0.784 2.841 0.567 -4.04 3.14 2.22 -0.678
P 0.215 2.021 0.006 2.80 -5.10 -2.26 0.738
S -3.506 0.366 -0.902 0.67 -0.09 0.75 -0.121
H -3.594 -1.798 1.913 -0.25 0.50 1.03 0.278
H -1.249 -1.638 1.061 0.99 -0.58 0.45 0.479
H -5.205 -0.113 0.697 -1.44 0.05 0.42 0.518
H 1.644 1.035 1.992 -0.96 -0.16 -1.22 0.331
H -0.780 0.242 -2.129 0.25 -0.96 1.00 0.344
H 0.213 -2.005 -0.514 0.62 0.31 -0.96 0.604
H 2.340 -1.179 2.268 -0.74 -1.03 -1.68 0.360
H 2.742 -1.901 0.600 -1.00 0.07 0.70 0.259
H 1.154 -2.454 1.483 1.55 1.08 -0.24 0.267
H 1.757 0.312 -1.982 0.12 2.07 -0.17 0.298
H 1.430 -1.231 -2.822 -0.54 0.90 1.36 0.333
H 2.389 -1.178 -1.418 1.31 -0.03 0.10 0.392
H 2.253 2.544 -1.197 1.18 -1.04 -1.80 0.389
H 1.348 4.052 -0.851 0.49 -1.49 0.81 0.288
H 2.194 2.918 0.428 0.29 0.94 0.19 0.361
```
Forces are in eV/Å.

Values from the calculation:
- Max |F|: 6.245 eV/Å
- HOMO energy (alpha / beta): -7.0322 / -7.0813 eV
- Charge: 0
- Orbital gap (alpha / beta): 6.726 / 6.761 eV

***

What is the charge in the second record? +3

***

What is the formula in the third record? C18H38F2NO12

***

charge of number 2 (C22H21N7S2Ta)? +3

***

Among the records above, which one has the highest charge? C22H21N7S2Ta